A) ORCA calculation (ωB97M-V with the def2-TZVPD basis set) on 2 unconnected molecules or ions with the total composition C4H4N2O.

The geometry in ORCA input format:
```
! RIJCOSX wB97M-V def2-TZVPD def2/J DEFGRID3
* xyz 0 3
C 0.34826 0.05223 -0.07929
C -2.60051 -0.93362 0.54024
C -1.58572 1.61670 0.09423
C 1.64499 0.30530 0.11582
N -0.55804 1.07512 -0.23563
N -2.84903 -0.91040 -0.59386
O -2.52750 2.26054 0.32100
H -0.07113 -0.84508 -0.13864
H 2.25965 -0.47361 0.23974
H 2.00042 1.25313 -0.04971
H -3.06435 -0.85536 -1.61919
*
```

As for the expectation value of S²: 2.01. For the HOMO energy (spin up / spin down), the calculation gives -0.199 / -0.397 Eh. The LUMO energy (spin up / spin down) comes out at 0.832 / -2.233 eV. For the molar mass, the calculation gives 96.09 g mol⁻¹.

=====

B) ORCA calculation (ωB97M-V with the def2-TZVPD basis set) on C4H4N2O in the gas phase.

The geometry in ORCA input format:
```
! RIJCOSX wB97M-V def2-TZVPD def2/J DEFGRID3
* xyz 0 3
C 0.80661 1.07738 -0.05464
C 1.76077 -1.22318 0.06012
C 0.55964 -0.26103 -0.04362
C -0.97126 -0.35739 -0.02214
N 0.96194 2.23872 0.03672
N -1.74796 0.71648 -0.05148
O 2.96018 -1.09547 0.05902
H 1.24166 -2.12427 0.12626
H -1.58258 -1.32956 0.00468
H -1.22769 1.67473 -0.29158
H -2.76131 0.68358 0.17666
*
```

As for the expectation value of S²: 2.02. For the HOMO energy (spin up / spin down), the calculation gives -0.226 / -0.383 Eh. The LUMO energy (spin up / spin down) comes out at 0.688 / -2.854 eV. For the molar mass, the calculation gives 96.09 g mol⁻¹.

=====

Verdict on stability: B) comes out on top.

=====

A) ORCA calculation (ωB97M-V with the def2-TZVPD basis set) on C3H4N2OS2 in the gas phase.

The geometry in ORCA input format:
```
! RIJCOSX wB97M-V def2-TZVPD def2/J DEFGRID3
* xyz 0 1
C 2.02073 -2.16335 -1.38558
C 1.02265 -1.04726 -1.02986
C -0.40078 0.94667 0.40917
H 1.90249 -3.00823 -0.76190
H 3.00714 -1.75266 -1.24122
H 1.78466 -2.51935 -2.41261
H -0.58343 -2.22156 -1.24311
N 1.58567 0.08573 -0.65690
N -0.34265 -1.32403 -0.94187
O 0.68712 1.09597 -0.27960
S -1.09407 2.11091 1.43243
S -1.16621 -0.67431 0.51286
*
```

For the HOMO energy, the calculation gives -0.326 Eh. The LUMO energy comes out at -0.286 eV. For the molar mass, the calculation gives 148.21 g mol⁻¹. As for the SMILES: CC1=NOC(=S)SN1.

=====

B) ORCA calculation (ωB97M-V with the def2-TZVPD basis set) on C3H4N2OS2 in the gas phase.

The geometry in ORCA input format:
```
! RIJCOSX wB97M-V def2-TZVPD def2/J DEFGRID3
* xyz 0 1
C 1.14157 -0.37251 1.11166
C 1.19805 -1.72297 0.63440
C 0.05333 -0.63845 -1.50033
N 0.77455 0.62601 0.44108
N -1.41941 1.51384 -1.85406
O -1.96583 -0.64166 -3.17904
S 0.61717 -2.03888 -0.97880
S -0.78309 0.20627 -2.87385
H 1.55971 -0.35736 2.05484
H 1.66846 -2.63494 0.92210
H -0.77559 2.28761 -1.96855
H -1.51724 1.23105 -0.89729
*
```

For the HOMO energy (spin up / spin down), the calculation gives -0.315 / -0.315 Eh. The LUMO energy (spin up / spin down) comes out at -1.418 / -1.431 eV. For the molar mass, the calculation gives 148.21 g mol⁻¹.

=====

Verdict on stability: A) comes out on top.

=====

A) ORCA calculation (ωB97M-V with the def2-TZVPD basis set) on a molecular structure, C8H9NO.

The geometry in ORCA input format:
```
! RIJCOSX wB97M-V def2-TZVPD def2/J DEFGRID3
* xyz 0 1
C -1.66218 -0.39670 -1.40265
C -0.68732 -1.25890 -1.79731
C 0.65580 -1.15957 -1.19737
C 0.69860 -0.34190 -0.10048
C 1.59417 0.61835 1.81125
C 0.35420 1.37557 1.36918
C -0.28182 0.52084 0.24699
C -1.54841 0.52752 -0.29927
H -3.18148 -1.40344 -2.09487
H -0.71711 -2.13147 -2.89625
H 1.54396 -1.78802 -1.42256
H 2.46749 -0.74530 0.80475
H 1.42466 -0.08887 2.87366
H 2.34509 1.18991 2.13200
H 0.52856 2.58912 1.18658
H -0.24683 1.86066 1.97485
H -2.40082 1.08870 0.33982
N 2.01512 -0.11589 0.48849
O -2.90167 -0.34062 -2.01680
*
```

For the HOMO energy, the calculation gives -0.295 Eh. The LUMO energy comes out at 0.804 eV. For the molar mass, the calculation gives 135.17 g mol⁻¹.

=====

B) ORCA calculation (ωB97M-V with the def2-TZVPD basis set) on a molecular structure, C8H9NO.

The geometry in ORCA input format:
```
! RIJCOSX wB97M-V def2-TZVPD def2/J DEFGRID3
* xyz 0 1
C 2.36695 0.65648 -0.81572
C 2.54040 0.18631 0.47330
C 1.18642 0.48154 -1.58288
C 1.59066 -0.64632 1.00469
C 0.18391 -0.21797 -0.92887
C 0.38762 -0.73124 0.32655
C -1.07293 -0.98874 -0.90114
C -2.47305 0.92334 0.79316
N -0.79173 -1.59182 0.29638
O -2.61564 0.47476 -0.46361
H 3.09505 1.14570 -1.36503
H 3.41814 0.34613 0.88936
H 1.16495 0.84309 -2.56272
H 1.91531 -1.00234 1.96749
H -1.88964 -1.29403 -1.57989
H -3.39972 1.51895 0.95986
H -1.65453 1.62840 0.81878
H -2.55520 0.07414 1.61007
H -1.39697 -1.80640 1.06023
*
```

For the HOMO energy (spin up / spin down), the calculation gives -0.303 / -0.303 Eh. The LUMO energy (spin up / spin down) comes out at -0.340 / -0.340 eV. For the molar mass, the calculation gives 135.17 g mol⁻¹.

=====

C) ORCA calculation (ωB97M-V with the def2-TZVPD basis set) on 2 unconnected molecules or ions with the total composition C8H9NO.

The geometry in ORCA input format:
```
! RIJCOSX wB97M-V def2-TZVPD def2/J DEFGRID3
* xyz 0 1
C -2.67745 0.33636 -0.44008
C -1.57134 -0.02577 -0.13430
C -0.22302 -2.05508 -1.57975
C 0.14426 -1.12436 -2.24631
C 1.03799 1.75181 -0.30354
C 0.09498 2.74558 -0.22680
C -0.31306 -0.10834 0.55739
C 1.07499 -1.52821 1.97477
N 0.72646 0.55786 0.33424
O -0.16256 -1.27157 1.36332
H -3.68463 0.48275 -0.68090
H -0.54418 -3.01201 -1.31437
H 0.44113 -0.15730 -2.52024
H 2.09171 1.82019 -0.63226
H 0.16539 3.71945 -0.64536
H -0.90588 2.53442 0.21441
H 1.39150 -2.54195 1.69260
H 1.06437 -1.35087 3.11573
H 1.84935 -0.77296 1.47146
*
```

For the HOMO energy, the calculation gives -0.316 Eh. The LUMO energy comes out at 0.363 eV. For the molar mass, the calculation gives 135.17 g mol⁻¹. As for the SMILES: C#C/C(=N\C=C)OC.C#C.

=====

Verdict on stability: B) comes out on top.

=====

A) ORCA calculation (ωB97M-V with the def2-TZVPD basis set) on C3H2F2 in the gas phase.

The geometry in ORCA input format:
```
! RIJCOSX wB97M-V def2-TZVPD def2/J DEFGRID3
* xyz 0 1
C 0.09386 0.30541 -0.08404
C 1.95478 0.57982 0.12810
C -1.15688 -0.45777 0.02994
F 2.72588 -0.44863 -0.04551
F -2.34456 0.14249 -0.13688
H -0.03706 1.33425 -0.38261
H -1.23601 -1.45557 0.49101
*
```

For the HOMO energy, the calculation gives -0.355 Eh. The LUMO energy comes out at -1.013 eV. For the molar mass, the calculation gives 76.05 g mol⁻¹.

=====

B) ORCA calculation (ωB97M-V with the def2-TZVPD basis set) on 2 unconnected molecules or ions with the total composition C3H2F2.

The geometry in ORCA input format:
```
! RIJCOSX wB97M-V def2-TZVPD def2/J DEFGRID3
* xyz 0 1
C 0.01565 -0.45943 0.17705
C 1.48297 1.03534 0.42398
C -1.13867 -0.00086 -0.12811
F 0.47492 -1.64357 0.14014
F 2.41772 0.49091 -0.20750
H -1.11225 1.11286 -0.08349
H -2.14035 -0.53524 -0.32208
*
```

For the HOMO energy, the calculation gives -0.334 Eh. The LUMO energy comes out at -0.535 eV. For the molar mass, the calculation gives 76.05 g mol⁻¹.

=====

C) ORCA calculation (ωB97M-V with the def2-TZVPD basis set) on 2 unconnected molecules or ions with the total composition C3H2F2.

The geometry in ORCA input format:
```
! RIJCOSX wB97M-V def2-TZVPD def2/J DEFGRID3
* xyz 0 1
C -2.67094 0.82734 -0.17698
C 0.16082 -0.07574 0.26123
C 1.04665 -1.00596 0.13048
F 0.30139 1.17492 0.62397
F 2.35353 -0.58870 0.04667
H -2.15461 1.77531 -0.67389
H 0.96317 -2.10717 -0.21149
*
```

For the HOMO energy (spin up / spin down), the calculation gives -0.377 / -0.354 Eh. The LUMO energy (spin up / spin down) comes out at -1.148 / -1.704 eV. For the molar mass, the calculation gives 76.05 g mol⁻¹.

=====

D) ORCA calculation (ωB97M-V with the def2-TZVPD basis set) on C3H2F2 in the gas phase.

The geometry in ORCA input format:
```
! RIJCOSX wB97M-V def2-TZVPD def2/J DEFGRID3
* xyz 0 1
C 0.22641 -0.70806 0.53621
C -0.83884 -0.19225 0.01854
C 0.41827 0.54177 -0.38607
F -2.42917 -0.58652 -0.07517
F 0.72139 1.78049 0.09913
H 0.98988 -1.28129 1.05944
H 0.91206 0.44585 -1.25207
*
```

For the HOMO energy, the calculation gives -0.422 Eh. The LUMO energy comes out at 0.174 eV. For the molar mass, the calculation gives 76.05 g mol⁻¹. As for the SMILES: FC1=C[C@@H]1F.

=====

Verdict on stability: D) comes out on top.

=====

A) ORCA calculation (ωB97M-V with the def2-TZVPD basis set) on C2H3FO2 in the gas phase.

The geometry in ORCA input format:
```
! RIJCOSX wB97M-V def2-TZVPD def2/J DEFGRID3
* xyz 0 1
C 0.82079 0.72205 -0.10301
C -0.37289 -0.09987 -0.03741
O -0.24673 0.76795 -1.00976
O -0.53592 -1.61412 -0.33944
F -1.25689 0.18443 0.93986
H 0.89848 1.42756 0.65312
H 1.66183 0.31476 -0.64161
H -0.96867 -1.70276 0.53826
*
```

For the HOMO energy, the calculation gives -0.406 Eh. The LUMO energy comes out at 0.896 eV. For the molar mass, the calculation gives 78.04 g mol⁻¹. As for the SMILES: O[C@@]1(F)CO1.

=====

B) ORCA calculation (ωB97M-V with the def2-TZVPD basis set) on C2H3FO2 in the gas phase.

The geometry in ORCA input format:
```
! RIJCOSX wB97M-V def2-TZVPD def2/J DEFGRID3
* xyz 0 1
C -0.31967 0.46026 0.62289
C 0.66247 -0.42401 -0.15692
H -1.68143 0.37957 -0.75817
H 1.65144 -0.02088 0.10466
H 0.55035 -1.57398 -0.02864
O -1.51452 0.70007 0.13728
O 0.10418 0.83151 1.67239
F 0.54718 -0.35253 -1.59349
*
```

For the HOMO energy, the calculation gives -0.403 Eh. The LUMO energy comes out at 0.537 eV. For the molar mass, the calculation gives 78.04 g mol⁻¹. As for the SMILES: O=C(O)CF.

=====

C) ORCA calculation (ωB97M-V with the def2-TZVPD basis set) on 2 unconnected molecules or ions with the total composition C2H3FO2.

The geometry in ORCA input format:
```
! RIJCOSX wB97M-V def2-TZVPD def2/J DEFGRID3
* xyz 0 1
C -0.13198 -1.46159 -0.66397
C -0.17025 1.63281 1.41701
O -0.48264 -0.37211 -0.93469
O -0.22494 2.05741 0.21010
F 0.76832 0.55662 1.50974
H 0.53261 -1.69444 0.17880
H -0.62950 -2.42613 -1.22124
H 0.33838 1.70743 -0.49577
*
```

For the HOMO energy, the calculation gives -0.376 Eh. The LUMO energy comes out at 0.639 eV. For the molar mass, the calculation gives 78.04 g mol⁻¹.

=====

Verdict on stability: B) comes out on top.

=====

A) ORCA calculation (ωB97M-V with the def2-TZVPD basis set) on 3 unconnected molecules or ions with the total composition C2H3FO2.

The geometry in ORCA input format:
```
! RIJCOSX wB97M-V def2-TZVPD def2/J DEFGRID3
* xyz 0 1
C -2.80287 -0.35340 1.35319
C 0.41074 0.23680 0.55563
O -3.77576 0.22200 1.41915
O -0.04273 0.85023 -0.34132
F -0.65425 -0.32812 -2.83427
H 1.08071 -0.65228 0.62342
H 0.51816 0.72533 1.50915
H -0.96586 0.40933 -2.30306
*
```

For the HOMO energy, the calculation gives -0.385 Eh. The LUMO energy comes out at 0.511 eV. For the molar mass, the calculation gives 78.04 g mol⁻¹.

=====

B) ORCA calculation (ωB97M-V with the def2-TZVPD basis set) on 2 unconnected molecules or ions with the total composition C2H3FO2.

The geometry in ORCA input format:
```
! RIJCOSX wB97M-V def2-TZVPD def2/J DEFGRID3
* xyz 0 1
C 0.96853 0.16789 1.08351
C 0.04038 1.14389 1.09928
O 0.71234 1.57158 0.11407
O -0.46790 -1.47730 -1.13689
F -0.83390 1.77359 1.77354
H 0.85030 -0.60122 0.35060
H 0.03633 -1.03591 -1.73952
H -1.30607 -1.54252 -1.54458
*
```

For the HOMO energy, the calculation gives -0.332 Eh. The LUMO energy comes out at 0.610 eV. For the molar mass, the calculation gives 78.04 g mol⁻¹. As for the SMILES: FC1=CO1.O.

=====

Verdict on stability: A) comes out on top.